Entry 1:
DFT (wB97M-V/def2-TZVPD) results for a molecular structure, C14H12FeO10 at a distorted geometry.

Calculated values
- LUMO (alpha / beta): 0.08936 / 0.09008 Ha
- ⟨S²⟩: 8.767
- Orbital gap (alpha / beta): 6.8388 / 6.6717 eV
- E_HOMO (alpha / beta): -4.407 / -4.221 eV

ORCA input file:
```
! RIJCOSX wB97M-V def2-TZVPD def2/J DEFGRID3
* xyz -1 6
Fe -2.03 -27.40 10.77
C -2.23 -25.13 10.88
O -0.98 -25.65 11.23
O -3.12 -25.75 11.66
O -2.29 -25.64 9.68
C -1.08 -29.12 9.39
O -2.33 -28.75 9.10
O -0.25 -28.09 9.56
O -1.26 -29.50 10.65
C -3.58 -31.58 13.01
C -3.72 -30.61 12.03
C -4.07 -29.32 12.35
C -4.41 -28.98 13.66
C -4.25 -29.95 14.65
C -3.86 -31.23 14.32
O -3.73 -32.11 15.37
O -4.16 -28.36 11.34
H -3.37 -32.61 12.75
H -3.49 -30.90 11.01
H -4.79 -27.98 13.86
H -4.43 -29.56 15.65
H -3.49 -32.99 15.08
H -4.96 -27.86 11.54
C -0.41 -28.06 15.03
C -0.39 -27.65 16.35
C -1.14 -26.54 16.70
C -1.89 -25.85 15.75
C -2.05 -26.44 14.50
C -1.26 -27.49 14.08
O -1.35 -27.98 12.81
O -1.06 -25.96 17.97
H 0.34 -28.75 14.63
H 0.35 -28.13 16.98
H -2.34 -24.92 16.03
H -2.80 -26.01 13.84
H -0.76 -28.74 12.69
H -0.97 -26.70 18.57
*
```

Okay, here come the Löwdin numbers, in e, for every atom:
1. Fe 1.08
2. C -0.54
3. O -0.19
4. O -0.17
5. O -0.12
6. C -0.59
7. O -0.18
8. O -0.12
9. O -0.22
10. C -0.01
11. C -0.01
12. C -0.31
13. C -0.01
14. C -0.02
15. C -0.33
16. O 0.03
17. O 0.00
18. H 0.11
19. H 0.12
20. H 0.12
21. H 0.12
22. H 0.09
23. H 0.12
24. C -0.02
25. C -0.03
26. C -0.33
27. C 0.00
28. C 0.00
29. C -0.28
30. O 0.00
31. O 0.01
32. H 0.12
33. H 0.11
34. H 0.12
35. H 0.10
36. H 0.12
37. H 0.09

---

Entry 2:
DFT (wB97M-V/def2-TZVPD) results for a molecular structure, C14H12I2NOS3Tl.

Calculated values
- LUMO: -0.37164 Ha
- Orbital gap: 3.6044 eV
- ΔE to the lowest compared entry with this formula, charge and spin: 30.82 kcal/mol
- E_HOMO: -13.717 eV

ORCA input file:
```
! RIJCOSX wB97M-V def2-TZVPD def2/J DEFGRID3
* xyz 2 1
Tl 0.14 1.55 0.65
S 0.36 4.07 -1.78
C -0.58 3.08 -2.60
N -1.02 1.83 -2.16
C -1.80 1.27 -3.03
C -2.42 -0.03 -2.88
C -3.22 -0.46 -3.87
C -3.44 0.33 -5.07
C -2.88 1.56 -5.28
C -2.04 2.06 -4.28
S -1.23 3.51 -4.22
H -2.24 -0.60 -1.99
H -3.71 -1.42 -3.80
H -4.10 -0.08 -5.83
H -3.06 2.11 -6.19
I -2.43 0.66 3.31
I -2.43 0.69 5.96
C 3.40 -1.96 0.23
S 3.11 -0.33 0.88
O 2.03 0.26 -0.04
C 2.29 -0.73 2.40
C 2.87 -0.28 3.58
C 2.24 -0.55 4.79
C 1.04 -1.25 4.80
C 0.45 -1.67 3.61
C 1.08 -1.42 2.41
H 2.48 -2.55 0.23
H 4.16 -2.43 0.85
H 3.77 -1.83 -0.79
H 3.81 0.26 3.55
H 2.69 -0.22 5.71
H 0.56 -1.46 5.75
H -0.48 -2.21 3.64
H 0.62 -1.75 1.48
*
```

Okay, here come the Löwdin numbers, in e, for every atom:
1. Tl 0.86
2. S 0.91
3. C -1.07
4. N 0.04
5. C -0.24
6. C 0.04
7. C 0.01
8. C 0.06
9. C -0.04
10. C -0.41
11. S 1.19
12. H 0.13
13. H 0.13
14. H 0.14
15. H 0.14
16. I 0.03
17. I 0.15
18. C -0.21
19. S 0.96
20. O -0.77
21. C -0.44
22. C -0.07
23. C -0.04
24. C -0.06
25. C -0.11
26. C -0.12
27. H 0.06
28. H 0.08
29. H 0.07
30. H 0.12
31. H 0.12
32. H 0.11
33. H 0.11
34. H 0.11

---

Entry 3:
DFT (wB97M-V/def2-TZVPD) results for a molecular structure, C14H12N16PdS.

Calculated values
- LUMO (alpha / beta): 0.13509 / 0.13509 Ha
- Orbital gap (alpha / beta): 2.6740 / 2.6734 eV
- E_HOMO (alpha / beta): 1.002 / 1.003 eV

ORCA input file:
```
! RIJCOSX wB97M-V def2-TZVPD def2/J DEFGRID3
* xyz -2 1
Pd 0.99 0.53 0.06
N -2.91 -1.47 -0.89
C -2.40 -2.43 -0.06
C -3.05 -3.70 0.12
C -2.55 -4.66 0.94
C -1.40 -4.65 1.74
C -0.44 -3.61 1.96
C -1.25 -1.84 0.46
N -1.07 -0.59 -0.06
C -2.10 -0.37 -0.86
C -2.44 0.80 -1.64
C -3.42 0.83 -2.60
S -3.57 2.41 -3.25
C -2.30 2.92 -2.20
N -1.81 2.01 -1.43
H -3.77 -1.57 -1.40
H -3.97 -3.89 -0.44
H -3.12 -5.59 1.00
H -1.23 -5.53 2.36
H 0.51 -4.79 3.26
H -4.04 0.03 -2.96
H -1.95 3.94 -2.20
N 2.78 -1.24 2.74
C 1.64 -1.98 2.50
N 1.52 -3.02 3.35
N 0.51 -3.87 2.85
N -0.36 -2.37 1.43
N 0.88 -1.64 1.49
C 3.06 0.12 2.54
N 4.09 0.65 3.20
N 4.11 1.93 2.80
N 3.14 2.14 1.95
N 2.45 0.99 1.76
H 3.32 -1.62 3.50
N 0.88 4.09 -2.58
C 2.18 4.39 -2.18
N 2.56 5.72 -2.44
N 2.99 3.58 -1.63
C 2.62 2.30 -1.57
N 2.29 1.18 -1.53
H 0.63 4.50 -3.47
H 0.68 3.10 -2.52
H 1.87 6.38 -2.11
H 3.45 5.89 -1.99
*
```

Okay, here come the Löwdin numbers, in e, for every atom:
1. Pd 0.22
2. N 0.13
3. C -0.19
4. C -0.12
5. C -0.20
6. C -0.10
7. C -0.26
8. C -0.18
9. N 0.11
10. C -0.31
11. C -0.31
12. C -0.41
13. S 0.92
14. C -0.51
15. N 0.06
16. H 0.13
17. H 0.06
18. H 0.08
19. H 0.06
20. H 0.11
21. H 0.05
22. H 0.05
23. N 0.10
24. C -0.51
25. N 0.01
26. N 0.00
27. N 0.01
28. N 0.09
29. C -0.51
30. N -0.04
31. N -0.18
32. N -0.14
33. N -0.07
34. H 0.10
35. N 0.14
36. C -0.54
37. N 0.09
38. N 0.11
39. C -0.37
40. N 0.02
41. H 0.08
42. H 0.07
43. H 0.07
44. H 0.08

---

Entry 4:
DFT (wB97M-V/def2-TZVPD) results for a molecular structure, C14H12N2S8Tl at a distorted geometry.

Calculated values
- LUMO (alpha / beta): 0.05506 / 0.05509 Ha
- Orbital gap (alpha / beta): 5.2135 / 5.2150 eV
- E_HOMO (alpha / beta): -3.715 / -3.716 eV

ORCA input file:
```
! RIJCOSX wB97M-V def2-TZVPD def2/J DEFGRID3
* xyz -1 1
Tl -1.06 0.37 -0.15
C -3.57 -0.20 3.74
C -3.20 0.49 2.45
S -1.77 1.34 2.38
C -4.08 0.35 1.25
C -5.28 -0.57 1.32
S -3.72 1.09 -0.19
H -2.74 -0.05 4.43
H -3.73 -1.28 3.60
H -4.50 0.18 4.18
H -5.55 -0.78 2.37
H -5.09 -1.54 0.84
H -6.12 -0.11 0.80
S 1.65 -3.84 -5.77
C 1.01 -2.94 -4.57
S 0.49 -3.59 -3.04
C -0.16 -2.14 -2.30
C 0.00 -0.92 -3.14
S -0.40 0.68 -2.78
S 0.77 -1.21 -4.67
S -0.81 -2.30 -0.76
N 0.68 3.28 1.53
C 1.64 2.46 1.01
N 1.35 1.34 0.31
C 2.52 0.78 -0.17
C 2.60 -0.41 -0.93
C 3.85 -0.85 -1.34
C 5.03 -0.16 -0.99
C 4.96 1.01 -0.22
C 3.72 1.49 0.20
S 3.34 2.87 1.15
H -0.28 2.89 1.61
H 0.97 3.99 2.20
H 1.69 -0.96 -1.13
H 3.95 -1.76 -1.95
H 5.99 -0.55 -1.32
H 5.86 1.57 0.05
*
```

Okay, here come the Löwdin numbers, in e, for every atom:
1. Tl 0.42
2. C -0.17
3. C -0.84
4. S 0.60
5. C -0.86
6. C -0.15
7. S 0.58
8. H 0.04
9. H 0.08
10. H 0.07
11. H 0.06
12. H 0.08
13. H 0.06
14. S 0.45
15. C -1.53
16. S 0.85
17. C -1.22
18. C -1.20
19. S 0.48
20. S 0.85
21. S 0.47
22. N 0.08
23. C -0.65
24. N 0.00
25. C -0.29
26. C -0.01
27. C -0.07
28. C -0.10
29. C -0.11
30. C -0.49
31. S 1.07
32. H -0.02
33. H 0.10
34. H 0.05
35. H 0.11
36. H 0.10
37. H 0.10

---

Entry 5:
DFT (wB97M-V/def2-TZVPD) results for a molecular structure, C14H12N3OPbS4Sb.

Calculated values
- LUMO (alpha / beta): -0.11029 / -0.10297 Ha
- Orbital gap (alpha / beta): 5.5200 / 5.6728 eV
- ΔE to the lowest compared entry with this formula, charge and spin: 0.00 kcal/mol
- E_HOMO (alpha / beta): -8.521 / -8.475 eV

ORCA input file:
```
! RIJCOSX wB97M-V def2-TZVPD def2/J DEFGRID3
* xyz 0 1
Pb -0.13 -0.52 0.05
C 0.92 3.97 1.02
C 0.92 2.52 0.65
N -0.15 1.86 0.39
N -1.36 2.46 0.46
C -2.36 1.61 0.26
O -2.25 0.37 0.01
C -3.73 2.19 0.34
C -4.82 1.33 0.45
C -6.10 1.84 0.53
C -6.30 3.21 0.50
C -5.22 4.07 0.38
C -3.93 3.56 0.30
C 2.20 1.77 0.61
C 3.41 2.38 0.91
C 4.57 1.62 0.91
C 4.49 0.26 0.63
C 3.25 -0.27 0.34
N 2.15 0.46 0.33
H -0.10 4.33 1.06
H 1.48 4.55 0.29
H 1.39 4.11 1.99
H -4.64 0.26 0.47
H -6.95 1.17 0.63
H -7.31 3.61 0.56
H -5.38 5.14 0.34
H -3.08 4.22 0.21
H 3.45 3.43 1.14
H 5.52 2.08 1.14
H 5.37 -0.37 0.65
H 3.13 -1.33 0.13
S 2.32 -3.40 3.45
Sb 0.30 -2.84 2.64
S -0.20 -0.54 2.64
S 0.12 -3.30 0.30
S -1.33 -4.04 3.80
*
```

Okay, here come the Löwdin numbers, in e, for every atom:
1. Pb 0.96
2. C -0.02
3. C -0.26
4. N -0.09
5. N 0.07
6. C -0.45
7. O -0.22
8. C -0.15
9. C -0.02
10. C -0.08
11. C -0.09
12. C -0.08
13. C -0.03
14. C -0.22
15. C 0.00
16. C -0.04
17. C -0.03
18. C -0.11
19. N -0.04
20. H 0.07
21. H 0.09
22. H 0.09
23. H 0.12
24. H 0.10
25. H 0.10
26. H 0.10
27. H 0.10
28. H 0.11
29. H 0.12
30. H 0.11
31. H 0.12
32. S -0.15
33. Sb -0.19
34. S -0.05
35. S -0.07
36. S 0.10

---

Entry 6:
DFT (wB97M-V/def2-TZVPD) results for a molecular structure, C14H13Cl7GeIN2O5Rb at a distorted geometry.

Calculated values
- LUMO (alpha / beta): 0.07637 / 0.05815 Ha
- ⟨S²⟩: 0.754
- Orbital gap (alpha / beta): 6.5688 / 8.8295 eV
- ΔE to the lowest compared entry with this formula, charge and spin: 18.84 kcal/mol
- E_HOMO (alpha / beta): -4.491 / -7.247 eV

ORCA input file:
```
! RIJCOSX wB97M-V def2-TZVPD def2/J DEFGRID3
* xyz -1 2
Rb 1.68 1.19 -0.62
N -0.15 -2.66 -0.84
C -0.87 -1.56 -0.72
O -0.37 -0.43 -0.74
C -2.37 -1.64 -0.54
I -3.24 -3.55 -0.19
H 0.84 -2.56 -1.08
H -0.60 -3.56 -0.94
H -2.84 -1.24 -1.43
H -2.64 -1.01 0.31
Cl 0.18 -0.14 7.60
C -0.11 0.28 5.94
C 0.96 0.55 5.11
C 0.72 0.90 3.79
C -0.58 0.96 3.30
C -1.64 0.68 4.15
C -1.42 0.35 5.48
C -0.84 1.33 1.88
O -1.96 1.06 1.38
O 0.07 1.92 1.23
H 1.97 0.49 5.49
H 1.55 1.13 3.13
H -2.65 0.73 3.75
H -2.24 0.14 6.15
Cl 3.47 -0.69 1.33
C 4.31 -1.02 -0.23
Cl 5.34 0.39 -0.60
Cl 5.33 -2.44 -0.05
C 3.16 -1.25 -1.32
O 2.57 -2.32 -1.16
O 2.98 -0.31 -2.10
C -0.69 1.10 -5.46
C 0.13 0.34 -4.41
C -0.55 -0.89 -4.00
N -1.13 -1.84 -3.72
H -0.18 2.03 -5.72
H -1.67 1.34 -5.06
H -0.82 0.50 -6.37
H 0.28 0.97 -3.54
H 1.12 0.08 -4.79
Cl -2.72 3.83 0.22
Ge -1.55 2.12 -0.54
Cl -2.89 1.43 -2.24
Cl 0.03 3.27 -1.81
*
```

Okay, here come the Löwdin numbers, in e, for every atom:
1. Rb 0.96
2. N 0.18
3. C -0.64
4. O -0.20
5. C -0.57
6. I 0.78
7. H 0.07
8. H 0.03
9. H 0.01
10. H 0.03
11. Cl 0.64
12. C -0.66
13. C -0.09
14. C -0.01
15. C -0.12
16. C 0.00
17. C -0.10
18. C -0.64
19. O -0.13
20. O -0.26
21. H 0.11
22. H 0.11
23. H 0.12
24. H 0.10
25. Cl 0.55
26. C -1.48
27. Cl 0.59
28. Cl 0.60
29. C -0.90
30. O -0.05
31. O -0.23
32. C -0.10
33. C -0.22
34. C -0.22
35. N 0.17
36. H 0.07
37. H 0.05
38. H 0.07
39. H 0.06
40. H 0.12
41. Cl 0.09
42. Ge 0.09
43. Cl 0.07
44. Cl -0.07